Record 1
21
Properties=species:S:1:pos:R:3:forces:R:3 method="wB97M-V/def2-TZVPD" charge=+1 spin_multiplicity=1 e_tot_ha=-419.9186 fmax_ha_per_bohr=0.0778 relative_energy_kj_mol=280.4 homo_ev=-13.17
N 0.718737 1.089322 0.592147 -1.10 1.06 -3.69
C -0.682916 1.696700 0.445371 0.95 1.84 -0.64
C -1.670074 0.873389 -0.421913 -0.69 0.17 1.07
N -1.116946 -0.405447 -0.861226 -0.29 0.44 -1.44
C -1.223182 -1.477841 0.134466 0.00 -0.99 -1.00
C -0.053244 -2.505973 -0.149553 -1.89 -0.28 -0.48
O 0.897268 -2.477645 0.560839 1.06 0.10 0.38
H 1.423413 1.811830 0.264128 -0.63 -1.59 0.98
H 0.744727 0.257259 -0.070308 0.18 0.81 0.53
H 0.788730 0.756641 1.505821 1.05 -0.52 1.87
H -1.054094 1.885866 1.442768 -0.09 -0.22 0.22
H -0.529659 2.736613 0.007316 -0.17 -1.42 0.41
H -2.059730 1.572261 -1.177866 0.47 -0.86 -0.36
H -2.532860 0.735849 0.252425 0.05 -0.26 -0.32
H -1.457379 -0.672001 -1.819686 0.48 0.33 1.55
H -1.002297 -1.069964 1.107477 0.15 0.15 0.41
H -2.238148 -1.937086 0.209752 0.65 0.12 -0.28
H -0.134950 -3.285696 -0.989327 -0.12 1.03 0.74
H 3.774146 -0.454260 -0.793150 -0.12 -0.97 -0.72
H 4.092547 0.651589 0.066891 -0.19 0.42 0.33
O 3.315910 0.218594 -0.306372 0.24 0.64 0.44

=====

Record 2
21
Properties=species:S:1:pos:R:3:forces:R:3 method="wB97M-V/def2-TZVPD" charge=+1 spin_multiplicity=1 e_tot_ha=-419.7931 fmax_ha_per_bohr=0.0695 relative_energy_kj_mol=610.1 homo_ev=-12.93
N -1.936949 -0.960449 0.105834 -0.86 -0.25 0.40
C -1.058052 -1.096421 -0.986190 0.38 1.92 -0.96
C 0.107393 -2.008235 -0.716242 -1.36 -0.10 -0.40
N 0.991134 -1.274141 0.252573 -1.85 -0.93 0.35
C 1.626145 -0.227600 -0.260426 2.85 -0.91 1.96
C 1.614860 1.169227 0.332565 -1.12 1.56 -2.62
O 0.601754 2.036034 -0.147785 -0.25 -0.46 0.02
H -1.748828 -0.264570 0.816034 0.11 0.03 -0.17
H 1.012712 2.863716 -0.374545 0.09 0.63 -0.28
H -2.901933 -0.898181 -0.193066 0.11 0.04 0.27
H -0.611321 -0.092428 -1.277963 0.26 -0.18 0.27
H -1.620062 -1.290869 -1.895233 0.03 -0.83 0.01
H -0.274905 -2.895881 -0.233539 0.22 -0.29 0.28
H 0.666941 -2.278778 -1.628311 -0.06 0.13 0.39
H 1.521109 -2.001952 0.744715 1.00 0.26 -1.06
H 2.612476 -0.536942 -0.638404 0.23 0.63 -0.06
H 1.375667 1.030294 1.360251 0.42 -0.62 1.17
H 2.586037 1.634730 0.106699 -0.13 -0.54 0.46
H -1.950628 2.846528 1.990152 -0.22 0.39 0.28
H -0.905628 2.216015 1.077954 0.22 0.21 -0.31
O -1.707922 2.029904 1.564927 -0.07 -0.69 -0.01